## i
A cluster of 40 separate species, H80O40 in total. Source: OMol25; level of theory: ωB97M-V/def2-TZVPD.

Calculated values
- multiplicity = 2
- expectation value of S² = 0.759
- net charge = +1
- gap between HOMO and LUMO (spin up / spin down) (eV) = 8.63 / 2.22

Geometry as XYZ:
```
120
H80O40, DFT ωB97M-V/def2-TZVPD
H 1.20315 2.40994 -1.38640
H 1.14799 0.98239 -1.00177
O 1.81533 1.81412 -1.09579
H -1.98921 -2.32088 0.30103
H -1.52446 -3.77655 -0.32196
O -1.50515 -3.16828 0.48204
H -2.32538 3.50668 0.31787
H -4.04418 3.57934 0.74922
O -3.17637 3.26662 0.94352
H 3.48664 -1.38322 -3.41155
H 2.64257 -1.94361 -4.36294
O 3.64192 -1.88973 -4.27178
H -2.08711 -4.02354 4.97828
H -2.60712 -2.51658 5.02063
O -2.67678 -3.33665 5.48448
H 2.29357 1.82764 -6.00810
O 1.88742 1.65740 -5.25259
H -1.59793 -6.16826 0.92675
O -2.29023 -6.47484 0.34096
H 1.19693 5.31029 -2.10651
H 1.97674 4.94642 -3.28030
O 1.10495 4.72841 -2.84058
H -3.75140 2.24896 -5.35538
H -2.27791 2.48050 -5.80215
O -2.99070 1.79315 -5.62863
H -2.40599 1.13743 -0.15734
H -3.18780 0.85850 -1.46715
O -2.33207 1.16707 -1.16579
H 0.82905 5.08664 0.62219
H -0.24074 5.45604 -0.47015
O 0.76651 5.38690 -0.30803
H 0.29509 -0.61718 0.51923
O 0.81037 -0.42792 -0.19438
H -2.53400 1.34163 1.74411
H -1.21475 0.38176 1.87489
O -1.78276 0.87908 1.34260
H -0.24098 3.58500 0.52111
H -0.52049 2.03005 0.45646
O -0.82799 2.96684 0.16110
H -5.67054 -1.09564 -0.12434
H -5.01454 -2.13689 0.77616
O -4.96633 -1.21175 0.53153
H 3.89963 0.70458 0.10661
H 3.15578 -0.73476 0.24365
O 3.72647 -0.14444 -0.16934
H -1.40634 2.33520 -3.58101
H -0.14334 2.82839 -4.21244
O -1.06692 2.88440 -4.23088
H 4.13597 -3.29601 0.44832
H 2.98888 -2.64698 -0.50755
O 3.90423 -2.68935 -0.37336
H 3.13693 4.83109 -0.56697
O 3.27882 5.54728 -1.19881
H -4.45159 3.47341 2.93403
H -4.93566 2.08471 3.09513
O -5.01622 2.99983 3.43292
H 6.13185 1.20623 2.32526
O 5.18247 1.08243 2.46672
H -2.68217 -1.86326 -4.53345
H -1.47526 -2.34459 -3.49542
O -2.00566 -2.53784 -4.23894
H 0.95922 -3.94860 0.66125
H 1.48445 -2.72177 1.18460
O 1.74017 -3.42142 0.72025
H -4.23747 -3.49461 -2.37530
H -3.17726 -2.49480 -2.16739
O -4.01265 -2.79969 -1.73551
H 3.95602 -0.14814 3.18998
H 4.73973 -1.28843 3.82742
O 4.14006 -0.56376 4.14165
H -2.60859 -2.89517 2.91136
H -2.97622 -4.05069 1.94996
O -2.44629 -3.86970 2.82648
H 2.45302 -3.66576 -2.91601
H 1.71831 -4.06864 -3.93517
O 1.55371 -3.90576 -3.10738
H 2.33250 0.86729 -2.65581
H 2.24624 -0.19885 -3.84661
O 1.63769 0.29393 -3.03878
H -0.04520 -0.95183 3.53076
H -0.28564 -1.30533 1.99816
O -0.85832 -1.04597 2.78853
H 1.85145 -1.06113 4.69820
H 1.50849 -2.30321 3.85008
O 1.16642 -1.63153 4.38479
H 6.27079 -1.65694 -0.11734
H 5.75264 -0.62151 1.00356
O 6.29906 -1.39776 0.85586
H -5.09510 3.49437 -3.04861
O -4.58015 2.80822 -2.68616
H 0.03211 -1.24057 -6.20916
H -0.59153 -0.30733 -5.03061
O -0.39411 -1.14474 -5.46313
H 2.81287 6.35266 -0.89122
H 1.43164 2.33012 -4.72955
H 4.90166 2.02833 2.41733
H -2.05014 -6.12097 -0.50920
H 0.74922 -0.87902 -0.94672
H -3.68632 2.88770 -2.52157
O -2.09525 1.49435 4.36609
H -1.40783 1.47493 5.07001
H -2.91398 1.33175 4.75542
O -0.94169 -5.03877 -1.47795
H -1.01292 -4.33289 -2.14384
H -0.81882 -5.89191 -1.95924
O 2.30489 1.56648 1.48099
H 1.90840 1.34875 0.69690
H 2.70012 0.78281 1.97537
O 0.76300 3.87443 2.13144
H 1.07482 3.92380 2.96019
H 1.16311 3.00922 1.79411
O -1.36592 -1.11206 -1.98738
H -2.21510 -0.47449 -1.84921
H -0.54963 -0.91491 -2.33977
O -0.53008 -1.25933 6.71136
H -0.33429 -0.75220 5.91082
H -0.22176 -2.14653 6.41223
O 1.88770 2.66101 5.24177
H 2.34567 2.11639 5.93487
H 1.64681 1.81822 4.69231
```

=====

## ii
A cluster of 40 separate species, H80O40 in total. Source: OMol25; level of theory: ωB97M-V/def2-TZVPD.

Calculated values
- multiplicity = 2
- expectation value of S² = 0.755
- net charge = +1
- gap between HOMO and LUMO (spin up / spin down) (eV) = 8.44 / 2.00

Geometry as XYZ:
```
120
H80O40, DFT ωB97M-V/def2-TZVPD
H -0.83561 -5.90736 1.53509
H 0.40963 -5.22570 0.78594
O -0.22910 -5.92210 0.71504
H 2.66285 -3.26771 -2.67249
H 3.24494 -3.79316 -1.17770
O 2.80127 -3.18054 -1.73902
H 1.75367 2.57917 5.85826
H 1.21105 1.17526 6.07819
O 1.15778 2.06570 6.42052
H 2.07061 3.08390 -3.67747
H 1.46570 2.67374 -5.04903
O 1.63220 3.43058 -4.50657
H -0.52193 -2.53092 4.54857
H -0.75056 -4.01027 5.08619
O -0.18377 -3.24941 5.05857
H -3.48928 -2.99638 2.00252
O -4.29591 -3.55184 1.80016
H -1.70981 -0.02026 0.64211
O -1.38728 -0.91687 0.82878
H 3.82661 2.88017 0.42944
H 4.50902 4.11580 1.06909
O 3.80120 3.47335 1.23847
H -2.25158 -1.55785 -2.46814
H -2.12562 -3.04958 -1.68807
O -1.76281 -2.33482 -2.19960
H 0.82371 3.23100 1.16529
H 0.79937 2.03481 1.88900
O 0.09642 2.65163 1.59194
H -3.46134 0.26296 -2.37848
H -3.30722 0.12203 -4.00062
O -2.85629 0.08265 -3.16459
H -5.00271 0.81458 -2.28040
O -5.50291 0.01907 -2.12178
H 1.15027 5.25986 2.52577
H 0.03379 6.17695 2.17649
O 0.89215 6.19540 2.59137
H -4.43449 2.67360 3.75926
H -4.65783 1.77277 2.57983
O -4.30588 2.66287 2.79289
H -2.92288 -1.74164 -5.82931
H -2.57133 -2.95019 -5.05802
O -3.14918 -2.19468 -5.00546
H -1.13471 -0.21496 -4.33993
H -1.85672 1.10638 -4.75600
O -1.29971 0.40082 -5.10272
H 1.56645 -1.68819 -0.75569
H 0.17115 -1.13487 -0.52102
O 1.15042 -0.86842 -0.44921
H 1.50507 -2.20673 1.70877
H 1.97511 -1.59346 3.06628
O 1.44602 -2.30700 2.66040
H -2.15184 5.01115 -1.29165
O -2.56649 4.25492 -1.77199
H -0.10974 -4.23602 -0.44005
H 1.12335 -4.14969 -1.42115
O 0.61843 -3.67200 -0.74240
H -2.67396 -0.53616 2.35715
O -2.92505 -1.33278 2.86909
H -1.13617 2.36877 -3.03952
H -0.02432 1.33154 -2.71320
O -0.40663 2.14518 -2.41938
H -1.11065 1.67646 0.61570
H -2.53598 1.73236 1.29967
O -2.09184 1.55043 0.46297
H 4.21012 1.51828 -2.58640
H 3.85031 2.94622 -1.71651
O 3.56442 2.10397 -2.18735
H 3.20158 3.43285 3.64858
H 2.46623 2.50586 2.71670
O 2.38594 2.93569 3.57608
H -4.21446 -3.75982 -0.37654
H -3.94294 -4.68955 -1.65644
O -3.57151 -3.96915 -1.09399
H -6.18292 0.57813 1.07547
H -5.99565 0.82082 -0.43497
O -6.65851 0.73225 0.26642
H 2.64328 -2.24043 5.02847
H 3.43484 -1.12922 4.15274
O 2.71325 -1.33016 4.72544
H 0.61626 4.48266 -2.54834
H 0.60107 4.69778 -1.03479
O 0.91067 5.07732 -1.86230
H -0.71803 -5.74491 -3.24474
H 0.65371 -6.11758 -2.90763
O -0.26447 -6.18127 -2.52255
H 3.47370 -0.12304 1.94885
H 1.94776 0.34341 2.49643
O 2.86920 0.24504 2.65908
H 6.73705 1.93772 -0.53753
O 5.82715 1.64261 -0.51889
H 1.63348 0.54000 0.12315
H 2.52717 1.56681 -0.98277
O 2.23069 1.39278 -0.03980
H -2.03241 3.62597 -1.21695
H -4.06662 -4.39738 2.18316
H -2.02756 -1.38489 3.20609
H -0.68896 -0.87059 1.48259
H -5.00257 -0.63110 -1.45624
H 5.80642 0.97940 -1.30828
O 5.17637 2.50899 3.53102
H 5.20209 2.51699 2.57480
H 4.34811 1.90619 3.64432
O 2.21787 -0.03358 -3.53308
H 1.97108 -0.86028 -3.08059
H 1.44109 0.48074 -3.33605
O 0.05752 -4.59267 2.91091
H 0.08623 -5.25940 3.58215
H 0.49161 -3.86774 3.37636
O 5.47721 0.16279 -2.78298
H 4.61793 -0.33250 -2.77404
H 5.66292 0.12008 -3.76356
O 0.38923 -3.14211 -3.83807
H -0.04661 -2.93335 -3.03330
H 0.64602 -2.32754 -4.24322
O -4.38256 2.38006 -1.44539
H -3.78391 2.89370 -2.02110
H -4.04998 2.85528 -0.64461
O -1.80469 2.24764 3.41200
H -1.82002 3.17155 3.20874
H -0.99436 1.89437 3.77137
```

=====

Most favorable structure: ii. The second most favorable one is 530.5 kJ/mol above it.

=====

## i
An isolated molecule of F2H3N2PS. Source: OMol25; level of theory: ωB97M-V/def2-TZVPD.

Calculated values
- structure (SMILES) = NNP(F)(F)=S
- gap between HOMO and LUMO (spin up / spin down) (eV) = 8.48 / 8.48

Geometry as XYZ:
```
9
F2H3N2PS, DFT ωB97M-V/def2-TZVPD
N 0.47379 -0.34530 0.07917
N 0.10783 0.67841 0.77741
F 1.03558 2.45474 -1.09173
F -1.29256 1.81433 -1.54617
P -0.44969 2.50685 -0.31860
S -1.00001 4.23039 0.23018
H 1.39995 -0.15374 -0.49201
H -0.19637 -0.83913 -0.70276
H -0.71843 0.63425 1.51373
```

=====

## ii
A cluster of 2 separate species, F2H3N2PS in total. Source: OMol25; level of theory: ωB97M-V/def2-TZVPD.

Calculated values
- gap between HOMO and LUMO (spin up / spin down) (eV) = 7.33 / 7.33

Geometry as XYZ:
```
9
F2H3N2PS, DFT ωB97M-V/def2-TZVPD
N 0.21157 1.84717 -0.34778
N 0.06777 0.75415 0.30453
F 2.34960 0.37066 -0.30815
F -2.73991 -1.27832 0.27297
P 1.33808 -0.51622 0.66386
S 0.39993 -1.67986 -0.60373
H -1.99409 -1.89050 -0.14458
H 1.17234 1.97559 -0.32847
H -0.80527 0.41734 0.49135
```

=====

Most favorable structure: i. The second most favorable one is 62.4 kJ/mol above it.